[1]
# C3H5ClNOP

A structure of composition C3H5ClNOP at a distorted geometry (the ωB97M-V functional and the def2-TZVPD basis, the Open Molecules 2025 dataset).

The electronic energy is -28539.31845 eV. The multiplicity is 1. The value obtained for the energy above the lowest of the compared OMol25 structures with the same formula, charge and spin is 42.61 kcal/mol. Its maximum force is 0.0623 Eh/bohr. The total charge is 0. For the highest occupied orbital energy, the calculation gives -10.312 eV. For the orbital gap, the calculation gives 8.6 eV. Its LUMO energy is -1.753 eV.

CARTESIAN COORDINATES (ANGSTROEM)
C  2.28248  1.59529  0.38752
C  -1.40035  -0.52422  -0.68863
C  -0.88452  -0.41854  0.66801
N  3.00191  2.21467  1.07019
O  0.18148  0.53950  0.60682
P  1.08674  0.83925  -0.67252
Cl  2.33806  -1.48922  -0.88859
H  -0.69465  -0.94593  -1.30161
H  -2.26787  -1.09308  -0.78570
H  -1.56444  0.61237  -1.01756
H  -0.41803  -1.24518  1.28735
H  -1.66081  -0.08489  1.33473

***

[2]
# C3H5ClO2

An isolated molecule of C3H5ClO2 at a distorted geometry (the ωB97M-V functional and the def2-TZVPD basis, the Open Molecules 2025 dataset).

The electronic energy is -19806.80924 eV. The multiplicity is 1. The value obtained for the energy above the lowest of the compared OMol25 structures with the same formula, charge and spin is 69.71 kcal/mol. Its maximum force is 0.1586 Eh/bohr. The total charge is 0. The structure (SMILES) is COC(=O)CCl. For the highest occupied orbital energy, the calculation gives -10.414 eV. For the orbital gap, the calculation gives 11.1 eV. Its LUMO energy is 0.717 eV.

CARTESIAN COORDINATES (ANGSTROEM)
C  0.75845  -0.82125  1.49499
C  -0.50443  -0.13720  -0.35324
C  -0.76781  0.97837  -1.23572
H  1.41690  -1.41206  0.67607
H  -0.10898  -1.75167  1.40884
H  1.28724  -0.48036  2.29528
H  -0.71665  0.70793  -2.43907
H  -1.63235  1.60553  -1.01203
O  0.38216  0.34525  0.65171
O  -0.51163  -1.29296  -0.50382
Cl  0.39710  2.25841  -0.98301

***

[3]
# C3H5ClO2

A cluster of 2 separate species, C3H5ClO2 in total at a distorted geometry (the ωB97M-V functional and the def2-TZVPD basis, the Open Molecules 2025 dataset).

The electronic energy is -19808.84880 eV. The multiplicity is 1. The value obtained for the energy above the lowest of the compared OMol25 structures with the same formula, charge and spin is 22.68 kcal/mol. Its maximum force is 0.0626 Eh/bohr. The total charge is 0. The structure (SMILES) is C=CC(=O)O.Cl. For the highest occupied orbital energy, the calculation gives -10.409 eV. For the orbital gap, the calculation gives 10.9 eV. Its LUMO energy is 0.511 eV.

CARTESIAN COORDINATES (ANGSTROEM)
C  -0.41194  -1.59601  -0.10570
C  -1.04315  -0.52641  0.38299
C  -1.15985  0.80301  -0.32436
O  -1.84752  1.74005  0.39297
O  -0.75206  0.99680  -1.40087
Cl  4.16315  0.90294  -0.10262
H  -0.46684  -2.53132  0.40327
H  0.18637  -1.67986  -0.99811
H  -1.36074  -0.45537  1.41829
H  -1.75191  2.67669  0.00138
H  4.44449  -0.33052  0.33274

***

[4]
# C3H5ClO2S

A cluster of 2 separate species, C3H5ClO2S in total at a distorted geometry (the ωB97M-V functional and the def2-TZVPD basis, the Open Molecules 2025 dataset).

The electronic energy is -30640.36684 eV. The multiplicity is 1. The value obtained for the energy above the lowest of the compared OMol25 structures with the same formula, charge and spin is 89.01 kcal/mol. Its maximum force is 0.0658 Eh/bohr. The total charge is 0. For the highest occupied orbital energy, the calculation gives -9.465 eV. For the orbital gap, the calculation gives 8.4 eV. Its LUMO energy is -1.081 eV.

CARTESIAN COORDINATES (ANGSTROEM)
C  0.17989  0.37552  -0.15839
C  1.19433  1.50117  -0.33868
C  0.58917  -0.87156  0.16956
O  -2.87749  -1.18426  -0.85464
O  -3.48384  -0.32085  1.31757
S  -2.96018  -0.01306  -0.01696
Cl  2.38967  -1.65129  0.32703
H  1.64265  1.45454  0.70455
H  0.66118  2.36878  -0.65952
H  2.01426  1.19022  -1.08703
H  0.34316  -1.20810  1.15477
H  0.30719  -1.64111  -0.55827

***

[5]
# C3H5ClO2S

A cluster of 2 separate species, C3H5ClO2S in total at a distorted geometry (the ωB97M-V functional and the def2-TZVPD basis, the Open Molecules 2025 dataset).

The electronic energy is -30638.11612 eV. The multiplicity is 1. The value obtained for the energy above the lowest of the compared OMol25 structures with the same formula, charge and spin is 140.92 kcal/mol. Its maximum force is 0.0819 Eh/bohr. The total charge is 0. For the highest occupied orbital energy (spin up / spin down), the calculation gives -9.561 / -9.568 eV. For the orbital gap (spin up / spin down), the calculation gives 5.6 / 5.6 eV. Its LUMO energy (spin up / spin down) is -3.951 / -3.946 eV.

CARTESIAN COORDINATES (ANGSTROEM)
C  0.78398  -0.57617  0.54752
C  -0.76759  1.36070  0.70563
C  0.54083  0.74302  0.07532
O  0.99752  -3.06009  0.58701
O  0.53088  0.97185  -1.33202
S  0.09772  -2.02079  0.23722
Cl  -1.24485  -3.73121  -1.64900
H  -1.52579  0.69424  0.71759
H  -1.07158  2.10058  -0.18602
H  -0.51509  1.77152  1.69548
H  1.25422  1.46590  0.49933
H  0.91977  0.28045  -1.89806

***

[6]
# C3H5CoO2

A structure of composition C3H5CoO2 at a distorted geometry (the ωB97M-V functional and the def2-TZVPD basis, the Open Molecules 2025 dataset).

The electronic energy is -44890.28800 eV. The multiplicity is 5. Its maximum force is 0.1394 Eh/bohr. The total charge is +2. For the highest occupied orbital energy (spin up / spin down), the calculation gives -21.000 / -21.571 eV. As for the expectation value of S²: 6.02. For the orbital gap (spin up / spin down), the calculation gives 10.7 / 8.6 eV. Its LUMO energy (spin up / spin down) is -10.291 / -12.952 eV.

CARTESIAN COORDINATES (ANGSTROEM)
C  0.84305  -1.59516  -1.41795
C  0.60572  -1.35556  -2.67893
O  0.34855  -1.11381  -3.79692
H  1.49986  -2.44344  -1.19786
H  0.95563  0.92284  0.74441
Co  -0.38942  -0.97196  -0.02535
O  0.07342  0.49144  0.99455
C  -0.81320  1.36261  1.70884
H  -1.64899  0.75051  2.06356
H  -0.28192  1.80402  2.55941
H  -1.19270  2.14850  1.04625

***

[7]
# C3H5F

An isolated molecule of C3H5F at a distorted geometry (the ωB97M-V functional and the def2-TZVPD basis, the Open Molecules 2025 dataset).

The electronic energy is -5908.05785 eV. The multiplicity is 1. The value obtained for the energy above the lowest of the compared OMol25 structures with the same formula, charge and spin is 13.21 kcal/mol. Its maximum force is 0.1272 Eh/bohr. The total charge is 0. The structure (SMILES) is C=C(C)F. For the highest occupied orbital energy, the calculation gives -9.427 eV. For the orbital gap, the calculation gives 10.5 eV. Its LUMO energy is 1.038 eV.

CARTESIAN COORDINATES (ANGSTROEM)
C  -0.47542  1.21193  0.03415
C  0.08064  -0.10497  -0.10118
C  1.46909  -0.20131  0.01144
H  -1.36718  1.16147  -0.55052
H  0.11874  2.05282  -0.44401
H  -0.80671  1.42788  1.05896
H  1.87347  -1.25096  0.13020
H  1.98269  0.70211  0.02868
F  -0.91632  -1.05858  0.01224

***

[8]
# C3H5F

An isolated molecule of C3H5F at a distorted geometry (the ωB97M-V functional and the def2-TZVPD basis, the Open Molecules 2025 dataset).

The electronic energy is -5907.77856 eV. The multiplicity is 1. The value obtained for the energy above the lowest of the compared OMol25 structures with the same formula, charge and spin is 19.65 kcal/mol. Its maximum force is 0.0725 Eh/bohr. The total charge is 0. The structure (SMILES) is C=CCF. For the highest occupied orbital energy, the calculation gives -9.915 eV. For the orbital gap, the calculation gives 11.1 eV. Its LUMO energy is 1.160 eV.

CARTESIAN COORDINATES (ANGSTROEM)
C  0.50574  -0.82059  -0.86078
C  -0.28609  -0.22423  0.04157
C  0.09075  1.10909  0.60017
F  1.10556  1.65255  -0.08400
H  0.17659  -1.81917  -1.42102
H  1.55885  -0.69432  -0.87858
H  -1.33430  -0.46168  0.06127
H  0.41945  1.24982  1.65739
H  -0.89311  1.73968  0.29759

***

[9]
# C3H5F2N2

A structure of composition C3H5F2N2 at a distorted geometry (the ωB97M-V functional and the def2-TZVPD basis, the Open Molecules 2025 dataset).

The electronic energy is -11597.55744 eV. The multiplicity is 1. The value obtained for the energy above the lowest of the compared OMol25 structures with the same formula, charge and spin is 51.22 kcal/mol. Its maximum force is 0.1078 Eh/bohr. The total charge is +1. For the highest occupied orbital energy, the calculation gives -16.135 eV. For the orbital gap, the calculation gives 11.2 eV. Its LUMO energy is -4.950 eV.

CARTESIAN COORDINATES (ANGSTROEM)
C  -0.13549  0.54760  -1.38995
C  -0.66735  -0.65741  0.52421
C  0.73697  -0.10756  0.88119
N  -1.05014  -0.03586  -0.73537
N  1.43663  0.14984  -0.30512
F  -0.13296  1.13481  -2.50547
F  0.55475  1.02729  1.64603
H  -0.66180  -1.74423  0.41223
H  -1.37438  -0.38388  1.31434
H  1.31442  -0.81426  1.49967
H  -2.02946  -0.10712  -1.03125
H  2.00881  0.99078  -0.31051

***

[10]
# C3H5F2NO2

An isolated molecule of C3H5F2NO2 at a distorted geometry (the ωB97M-V functional and the def2-TZVPD basis, the Open Molecules 2025 dataset).

The electronic energy is -14208.75401 eV. The multiplicity is 1. The value obtained for the energy above the lowest of the compared OMol25 structures with the same formula, charge and spin is 84.75 kcal/mol. Its maximum force is 0.1434 Eh/bohr. The total charge is 0. The structure (SMILES) is O=CN(O)CC(F)F. For the highest occupied orbital energy, the calculation gives -9.773 eV. For the orbital gap, the calculation gives 10.4 eV. Its LUMO energy is 0.602 eV.

CARTESIAN COORDINATES (ANGSTROEM)
C  -0.71895  0.35409  -0.27796
C  -0.30021  1.55544  0.21873
C  1.46998  -0.93646  0.00715
H  -0.32526  -2.56970  -0.12638
H  -1.83733  0.06838  -0.13212
H  -0.75748  0.33090  -1.39958
H  -1.06933  2.41275  -0.08517
H  1.90736  0.04013  -0.14950
N  0.09627  -0.67688  0.41191
O  -0.85110  -1.79880  0.24433
O  1.71858  -2.15901  -0.08298
F  0.89978  1.79897  -0.21840
F  -0.23231  1.58019  1.58998